Entry one
Entry from the Open Molecules 2025 dataset: a cluster of 3 separate species, C5H6O4 in total (ωB97M-V with the def2-TZVPD basis set).

Properties
HOMO-LUMO gap (spin up / spin down): 7.345 / 6.712 eV

The geometry in XYZ format:
```
15
Properties=species:S:1:pos:R:3:mulliken_charge:R:1
C 0.37 -0.21 0.36 -0.733
C -2.58 1.10 0.29 -1.069
C 2.69 -0.41 -0.34 0.097
C 0.36 0.16 -0.94 0.925
C -1.82 -0.20 0.36 0.495
O 2.91 -1.76 -0.32 -0.391
O 3.58 0.39 -0.27 -0.505
O 0.15 0.54 -2.01 -0.298
O -2.28 -1.28 0.61 -0.450
H 3.88 -1.91 -0.23 0.296
H 0.61 0.56 1.08 0.349
H 0.41 -1.26 0.61 0.341
H -2.12 1.81 0.98 0.295
H -2.51 1.51 -0.72 0.302
H -3.63 0.95 0.56 0.345
```



Entry two
Entry from the Open Molecules 2025 dataset: the molecule C5H6O4 (ωB97M-V with the def2-TZVPD basis set).

Properties
SMILES string: O=C1C=C[C@H](O)O[C@H]1O
HOMO-LUMO gap: 8.953 eV

The geometry in XYZ format:
```
15
Properties=species:S:1:pos:R:3:mulliken_charge:R:1
C -0.88 -1.50 0.28 -0.503
C -1.28 -0.40 0.88 -0.397
C 0.36 -1.47 -0.53 0.604
C -0.54 0.91 0.82 0.001
C 0.93 0.18 -0.97 -0.001
O 1.06 -2.39 -0.83 -0.495
O 0.82 0.90 0.34 -0.463
O -1.33 1.85 0.10 -0.536
O 2.13 0.07 -1.53 -0.469
H -1.17 -2.52 0.59 0.355
H -2.15 -0.30 1.53 0.369
H -0.45 1.28 1.76 0.480
H 0.21 0.71 -1.57 0.365
H -0.63 2.51 0.10 0.355
H 2.92 0.16 -0.98 0.337
```



Name the most stable of them. entry two.



Entry one
Entry from the Open Molecules 2025 dataset: a cluster of 3 separate species, C3H10O3S in total (ωB97M-V with the def2-TZVPD basis set).

Properties
SMILES string: O=CCCS.O.O
HOMO-LUMO gap: 9.884 eV

The geometry in XYZ format:
```
17
Properties=species:S:1:pos:R:3:mulliken_charge:R:1
O 1.57 0.19 -2.09 -0.497
C 1.25 0.23 -0.86 0.022
C -0.05 -0.20 -0.16 -0.452
C -1.14 -1.07 -0.93 -0.518
S -2.56 -1.74 0.15 -0.233
H 1.95 0.58 0.00 0.264
H -0.53 0.80 0.17 0.299
H 0.21 -0.73 0.82 0.345
H -1.64 -0.59 -1.79 0.339
H -0.55 -1.89 -1.44 0.321
H -2.22 -1.23 1.34 0.112
H 5.17 -0.67 -2.94 0.321
H 4.24 -0.99 -1.75 0.313
O 4.97 -0.38 -2.01 -0.636
H -3.92 2.29 4.58 0.328
H -3.53 2.81 2.99 0.335
O -3.22 2.58 3.95 -0.663
```



Entry two
Entry from the Open Molecules 2025 dataset: a cluster of 3 separate species, C3H10O3S in total (ωB97M-V with the def2-TZVPD basis set).

Properties
SMILES string: O=CCCS.O.O
HOMO-LUMO gap: 9.743 eV

The geometry in XYZ format:
```
17
Properties=species:S:1:pos:R:3:mulliken_charge:R:1
O -1.71 -0.08 -2.33 -0.506
C -0.69 -0.38 -1.76 -0.104
C -0.10 0.42 -0.62 -0.824
C 0.04 -0.57 0.58 -0.700
S 0.54 0.42 2.02 -0.300
H -0.18 -1.33 -2.01 0.357
H 0.92 0.72 -0.89 0.382
H -0.59 1.28 -0.21 0.513
H 0.81 -1.30 0.40 0.541
H -0.87 -1.17 0.70 0.487
H 0.34 -0.68 2.79 0.141
H -2.69 0.64 -0.52 0.305
H -3.28 1.87 -0.12 0.306
O -2.73 1.18 0.29 -0.625
H 3.04 -0.31 1.25 0.310
H 4.05 -0.45 0.16 0.290
O 3.11 -0.27 0.27 -0.572
```



Name the most stable of them. entry two.



Entry one
Entry from the Open Molecules 2025 dataset: the molecule C23H31FN2O2 (ωB97M-V with the def2-TZVPD basis set).

Properties
SMILES string: O[C@@H](COc1ccc(CNCCc2ccccc2F)cc1)CN1CCCCC1
HOMO-LUMO gap: 9.135 eV

The geometry in XYZ format:
```
59
Properties=species:S:1:pos:R:3:mulliken_charge:R:1
O 2.88 4.79 -1.90 -0.674
C 2.70 3.42 -1.70 0.457
C 1.51 2.93 -2.56 -1.029
O 1.30 1.54 -2.48 -0.443
C 0.69 1.01 -1.38 0.931
C 0.16 1.73 -0.31 -0.206
C -0.46 1.06 0.73 -1.015
C -0.55 -0.32 0.75 0.208
C -0.02 -1.04 -0.32 -0.596
C 0.59 -0.39 -1.37 -0.588
H 1.00 -0.93 -2.20 0.407
H -0.10 -2.11 -0.31 0.373
C -1.22 -1.05 1.89 -0.494
N -2.09 -2.09 1.38 -0.200
H -2.80 -1.69 0.79 0.284
C -2.68 -2.95 2.37 -0.732
C -3.70 -2.28 3.32 -0.611
C -4.29 -3.29 4.25 0.065
C -3.72 -3.57 5.49 -0.226
C -4.25 -4.54 6.33 -0.688
C -5.37 -5.25 5.94 -0.307
C -5.95 -5.00 4.71 -0.650
C -5.40 -4.03 3.89 0.455
F -5.99 -3.80 2.69 -0.329
H -6.82 -5.54 4.38 0.444
H -5.78 -6.01 6.59 0.369
H -3.79 -4.73 7.28 0.379
H -2.85 -3.01 5.80 0.371
H -4.48 -1.82 2.72 0.366
H -3.19 -1.50 3.90 0.366
H -3.19 -3.76 1.84 0.374
H -1.87 -3.39 2.97 0.265
H -0.45 -1.54 2.51 0.308
H -1.74 -0.32 2.53 0.261
H -0.87 1.64 1.55 0.335
H 0.21 2.80 -0.28 0.370
H 0.61 3.49 -2.29 0.322
H 1.74 3.13 -3.61 0.453
C 3.98 2.64 -2.06 -1.444
N 4.42 3.05 -3.39 0.579
C 4.32 1.99 -4.38 -0.888
C 4.49 2.58 -5.78 -0.742
C 5.84 3.27 -5.89 -0.743
C 5.97 4.31 -4.78 -0.710
C 5.74 3.66 -3.42 -0.865
H 5.79 4.41 -2.64 0.491
H 6.53 2.91 -3.24 0.330
H 6.95 4.78 -4.80 0.353
H 5.22 5.09 -4.93 0.283
H 5.94 3.75 -6.87 0.353
H 6.64 2.53 -5.79 0.314
H 4.40 1.79 -6.52 0.369
H 3.69 3.31 -5.96 0.267
H 3.34 1.52 -4.29 0.461
H 5.09 1.22 -4.22 0.349
H 3.78 1.57 -2.01 0.482
H 4.75 2.88 -1.31 0.482
H 2.47 3.28 -0.64 0.571
H 3.33 4.88 -2.76 0.331
```



Entry two
Entry from the Open Molecules 2025 dataset: the molecule C23H31FN2O2 (ωB97M-V with the def2-TZVPD basis set).

Properties
SMILES string: COc1ccccc1N1CCN(CCCCCCOc2ccc(F)cc2)CC1
HOMO-LUMO gap: 8.372 eV

The geometry in XYZ format:
```
59
Properties=species:S:1:pos:R:3:mulliken_charge:R:1
C 1.12 2.93 2.33 -0.635
H 1.57 2.47 3.21 0.253
H 0.78 3.94 2.59 0.363
O 2.14 2.98 1.35 -0.532
C 1.72 3.49 0.13 0.290
C 2.26 4.71 -0.26 -0.320
C 1.88 5.31 -1.44 -0.531
C 0.93 4.69 -2.24 -0.932
C 0.41 3.47 -1.87 -1.020
C 0.80 2.82 -0.70 1.077
N 0.28 1.59 -0.30 0.484
C -0.88 1.03 -0.96 -0.271
C -0.51 0.15 -2.16 -0.955
N 0.39 -0.90 -1.73 0.884
C 1.59 -0.30 -1.17 -1.172
C 1.20 0.53 0.06 -0.538
H 2.10 0.95 0.52 0.655
H 0.70 -0.12 0.78 -0.138
H 2.29 -1.08 -0.88 0.603
H 2.09 0.36 -1.91 0.227
C 0.66 -1.86 -2.78 -1.200
C 1.31 -3.15 -2.26 -1.070
C 0.73 -3.64 -0.93 -0.253
C -0.78 -3.83 -0.96 -0.169
C -1.33 -4.44 0.33 -1.113
C -1.22 -3.49 1.52 -0.502
O -2.10 -2.40 1.29 -0.365
C -1.98 -1.28 2.03 0.422
C -2.85 -0.24 1.71 -0.471
C -2.81 0.96 2.38 -0.212
C -1.88 1.13 3.39 -0.012
C -1.01 0.12 3.74 -0.296
C -1.06 -1.09 3.07 -0.415
H -0.39 -1.88 3.37 0.460
H -0.30 0.27 4.54 0.434
F -1.82 2.31 4.05 -0.421
H -3.48 1.77 2.13 0.440
H -3.57 -0.41 0.92 0.404
H -0.19 -3.13 1.61 0.300
H -1.50 -4.00 2.45 0.428
H -2.38 -4.69 0.19 0.362
H -0.78 -5.36 0.57 0.439
H -1.04 -4.49 -1.80 0.306
H -1.26 -2.87 -1.12 0.066
H 0.98 -2.90 -0.17 -0.104
H 1.21 -4.58 -0.67 0.503
H 1.18 -3.92 -3.02 0.454
H 2.38 -3.00 -2.14 0.388
H 1.29 -1.44 -3.58 0.345
H -0.31 -2.12 -3.23 0.480
H -1.42 -0.31 -2.56 0.560
H -0.05 0.76 -2.96 0.307
H -1.56 1.82 -1.25 0.767
H -1.38 0.39 -0.22 -0.738
H -0.31 3.00 -2.53 0.310
H 0.60 5.15 -3.16 0.389
H 2.30 6.26 -1.73 0.388
H 2.97 5.18 0.40 0.437
H 0.26 2.34 2.00 0.162
```



Name the most stable of them. entry one.